Record 1
The molecule C3H3N3O. Source: the Open Molecules 2025 dataset; level of theory: ωB97M-V/def2-TZVPD.

Each line ends with the natural charge from an NBO analysis.
Atoms and positions in Å:
O: -1.70 0.04 -1.28  -0.629
C: -0.60 0.13 -0.53  0.513
C: 0.69 -0.13 -1.05  -0.087
N: 1.62 -0.58 -0.24  -0.160
N: 1.42 -0.58 1.08  -0.271
C: 0.36 0.09 1.48  0.222
N: -0.71 0.42 0.74  -0.495
H: -2.44 0.15 -0.65  0.500
H: 0.99 0.14 -2.05  0.217
H: 0.33 0.38 2.53  0.191

The net charge is 0. The relative energy (zero: lowest compared OMol25 entry of this formula, charge and spin) is 1.446 eV. The value obtained for the HOMO-LUMO gap is 0.3693 hartree. For the HOMO energy, the calculation gives -9.699 eV. The SMILES is Oc1cnncn1. The LUMO energy is 0.35 eV.



Record 2
The molecule C6H11N. Source: the Open Molecules 2025 dataset; level of theory: ωB97M-V/def2-TZVPD.

Each line ends with the natural charge from an NBO analysis.
Atoms and positions in Å:
C: -2.31 0.91 1.03  -0.411
N: -0.99 1.39 1.27  -0.393
C: -0.20 0.28 1.91  -0.343
C: 0.39 -0.61 0.83  -0.188
C: 0.80 -0.18 -0.44  -0.279
C: 1.29 -1.00 -1.43  -0.136
C: 1.36 -0.65 -2.85  -0.663
H: -2.68 0.00 1.62  0.192
H: -3.11 1.54 0.64  0.217
H: -1.62 0.48 0.25  0.295
H: -0.82 -0.39 2.64  0.170
H: 0.53 0.82 2.53  0.274
H: 0.53 -1.70 1.02  0.207
H: 0.46 0.78 -0.80  0.209
H: 1.82 -1.92 -1.18  0.192
H: 1.88 0.18 -3.13  0.224
H: 0.32 -0.53 -3.27  0.216
H: 1.63 -1.49 -3.53  0.219

The net charge is 0. The relative energy (zero: lowest compared OMol25 entry of this formula, charge and spin) is 7.202 eV. The value obtained for the HOMO-LUMO gap is 0.1726 hartree. For the HOMO energy, the calculation gives -6.039 eV. The LUMO energy is -1.34 eV.



Record 3
A cluster of 2 separate species, C4H14N2O in total. Source: the Open Molecules 2025 dataset; level of theory: ωB97M-V/def2-TZVPD.

Each line ends with the natural charge from an NBO analysis.
Atoms and positions in Å:
C: 0.00 -1.16 -0.93  -0.232
C: 0.10 -0.96 0.55  -0.462
C: 1.14 -0.02 1.06  -0.465
C: 0.77 1.25 1.43  -0.328
N: 1.82 2.19 1.95  -0.668
N: -1.17 -2.12 -1.26  -0.691
H: -0.30 -0.19 -1.33  0.254
H: 0.92 -1.54 -1.36  0.226
H: -0.89 -0.75 1.00  0.191
H: 0.26 -1.93 1.08  0.201
H: 2.05 -0.53 1.35  0.204
H: -0.16 1.78 1.36  0.196
H: 1.57 2.69 2.80  0.421
H: 2.66 1.67 2.18  0.428
H: 2.05 2.90 1.25  0.404
H: -1.36 -2.54 -0.35  0.430
H: -1.96 -1.51 -1.45  0.447
H: -1.08 -2.86 -1.92  0.439
H: -2.08 1.94 -2.17  0.496
H: -2.38 0.69 -3.04  0.482
O: -1.98 0.99 -2.20  -0.970

The net charge is +1. The expectation value of S² is 0.75. The relative energy (zero: lowest compared OMol25 entry of this formula, charge and spin) is 1.892 eV. As for the spin multiplicity: 2. The value obtained for the HOMO-LUMO gap (alpha / beta) is 0.1544 / 0.3159 hartree. For the HOMO energy (alpha / beta), the calculation gives -7.063 / -11.490 eV. The LUMO energy (alpha / beta) is -2.86 / -2.89 eV.



Record 4
The ion C6H15N2 with charge +2. Source: the Open Molecules 2025 dataset; level of theory: ωB97M-V/def2-TZVPD.

Each line ends with the natural charge from an NBO analysis.
Atoms and positions in Å:
N: 1.64 -0.57 1.12  -0.679
C: 0.26 0.08 1.05  -0.011
C: -0.79 -1.07 1.08  -0.469
C: -2.12 -0.73 0.42  -0.250
C: -3.23 -1.41 0.61  -0.274
C: 0.31 1.13 -0.19  -0.304
N: 1.07 0.66 -1.31  -0.166
C: 1.68 1.57 -2.24  -0.475
H: 1.77 -1.12 1.98  0.480
H: 1.69 -1.23 0.34  0.439
H: 2.38 0.10 0.92  0.447
H: 0.05 0.73 1.90  0.267
H: -0.87 -1.22 2.13  0.258
H: -0.38 -1.96 0.59  0.221
H: -2.02 0.04 -0.33  0.170
H: -4.18 -1.12 0.18  0.238
H: -3.42 -2.23 1.30  0.231
H: -0.74 1.25 -0.45  0.314
H: 0.89 1.90 0.31  0.251
H: 0.55 -0.07 -1.79  0.424
H: 1.72 2.59 -1.92  0.271
H: 2.66 1.21 -2.57  0.309
H: 1.06 1.48 -3.16  0.305

The net charge is +2. The expectation value of S² is 0.75. The relative energy (zero: lowest compared OMol25 entry of this formula, charge and spin) is 3.354 eV. As for the spin multiplicity: 2. The value obtained for the HOMO-LUMO gap (alpha / beta) is 0.3474 / 0.1644 hartree. For the HOMO energy (alpha / beta), the calculation gives -16.899 / -16.893 eV. The LUMO energy (alpha / beta) is -7.45 / -12.42 eV.



Record 5
A cluster of 2 separate species, C3H10O2 in total. Source: the Open Molecules 2025 dataset; level of theory: ωB97M-V/def2-TZVPD.

Each line ends with the natural charge from an NBO analysis.
Atoms and positions in Å:
C: -0.79 1.02 1.70  -0.613
C: 0.26 -0.19 1.29  -0.432
C: 0.67 0.06 -0.08  -0.052
O: 1.56 -0.89 -0.86  -0.742
H: -0.53 2.04 1.38  0.215
H: -1.17 0.99 2.72  0.221
H: -1.73 0.81 1.07  0.198
H: 1.19 -0.07 1.90  0.203
H: -0.25 -1.11 1.34  0.210
H: -0.19 0.17 -0.75  0.168
H: 1.39 1.03 0.08  0.155
H: 2.42 -0.56 -0.78  0.467
O: -0.72 -1.11 -3.33  -0.914
H: -1.63 -1.03 -3.24  0.452
H: -0.49 -1.16 -2.43  0.463

The net charge is 0. The relative energy (zero: lowest compared OMol25 entry of this formula, charge and spin) is 1.481 eV. The value obtained for the HOMO-LUMO gap is 0.4207 hartree. For the HOMO energy, the calculation gives -10.635 eV. The SMILES is CCCO.O. The LUMO energy is 0.81 eV.



Record 6
A cluster of 2 separate species, C10H20IN2O in total. Source: the Open Molecules 2025 dataset; level of theory: ωB97M-V/def2-TZVPD.

Each line ends with the natural charge from an NBO analysis.
Atoms and positions in Å:
C: 1.12 -0.65 1.65  -0.090
C: 0.09 -0.17 2.01  -0.134
C: -1.14 0.47 2.53  -0.152
C: -1.79 1.25 1.33  -0.231
N: -3.24 1.24 1.29  -0.614
C: -3.86 -0.07 1.55  -0.243
C: -2.90 -1.13 2.13  -0.266
N: -2.07 -0.49 3.19  -0.510
I: -1.13 -1.87 4.45  0.496
H: 2.16 -0.80 1.41  0.266
H: -0.78 1.17 3.30  0.254
H: -1.36 0.90 0.39  0.222
H: -1.45 2.29 1.43  0.243
H: -3.66 1.98 1.83  0.384
H: -4.69 0.08 2.26  0.207
H: -4.30 -0.49 0.64  0.227
H: -2.29 -1.56 1.32  0.248
H: -3.47 -1.95 2.59  0.246
H: -2.71 0.06 3.77  0.441
C: 1.47 1.19 -1.63  -0.645
C: 2.81 0.50 -1.45  -0.061
O: 2.78 -0.88 -1.74  -0.543
C: 2.42 -1.23 -3.07  -0.065
C: 3.34 -0.67 -4.13  -0.646
H: 0.71 0.71 -1.01  0.192
H: 1.55 2.24 -1.34  0.218
H: 1.13 1.15 -2.66  0.214
H: 3.11 0.58 -0.40  0.171
H: 3.59 1.00 -2.03  0.174
H: 1.38 -0.95 -3.26  0.156
H: 2.45 -2.32 -3.11  0.192
H: 3.33 0.42 -4.14  0.203
H: 3.03 -1.01 -5.12  0.224
H: 4.37 -0.99 -3.96  0.218

The net charge is +1. The relative energy (zero: lowest compared OMol25 entry of this formula, charge and spin) is 2.446 eV. The value obtained for the HOMO-LUMO gap is 0.2392 hartree. For the HOMO energy, the calculation gives -11.821 eV. The LUMO energy is -5.31 eV.



Record 7
A cluster of 3 separate species, C6H12 in total. Source: the Open Molecules 2025 dataset; level of theory: ωB97M-V/def2-TZVPD.

Each line ends with the natural charge from an NBO analysis.
Atoms and positions in Å:
C: -1.29 -1.01 0.53  -0.604
C: -0.42 0.09 -0.08  -0.058
C: -1.28 1.16 -0.74  -0.614
C: 0.77 0.56 0.77  -0.275
C: 1.65 -0.38 0.17  -0.293
C: 0.72 -0.56 -1.02  -0.426
H: -1.89 -1.50 -0.25  0.207
H: -0.68 -1.78 1.02  0.213
H: -1.98 -0.60 1.27  0.212
H: -1.88 0.72 -1.55  0.213
H: -0.66 1.95 -1.17  0.208
H: -1.96 1.62 -0.02  0.214
H: 0.98 1.62 0.77  0.218
H: 1.89 0.53 1.84  0.067
H: 2.00 -1.27 0.68  0.219
H: 2.64 0.32 1.07  0.081
H: 0.53 -1.58 -1.39  0.202
H: 0.91 0.12 -1.85  0.215

The net charge is 0. The relative energy (zero: lowest compared OMol25 entry of this formula, charge and spin) is 6.376 eV. The value obtained for the HOMO-LUMO gap is 0.3658 hartree. For the HOMO energy, the calculation gives -9.248 eV. The LUMO energy is 0.70 eV.



Record 8
A cluster of 4 separate species, H10NO3 in total. Source: the Open Molecules 2025 dataset; level of theory: ωB97M-V/def2-TZVPD.

Each line ends with the natural charge from an NBO analysis.
Atoms and positions in Å:
N: -0.72 0.38 0.00  -0.890
H: -0.34 1.25 0.26  0.465
H: -1.61 0.46 -0.42  0.423
H: -0.74 -0.39 0.70  0.479
H: -0.18 0.02 -0.82  0.466
H: 1.47 2.98 1.45  0.505
H: 0.85 3.65 0.19  0.500
O: 0.92 2.73 0.60  -0.990
H: -0.62 -1.60 -2.84  0.491
H: 0.89 -1.74 -2.70  0.497
O: 0.13 -1.46 -2.25  -0.974
H: 0.30 -1.72 2.65  0.518
H: -0.20 -2.73 1.39  0.516
O: -0.15 -1.84 1.79  -1.006

The net charge is +1. The relative energy (zero: lowest compared OMol25 entry of this formula, charge and spin) is 0.622 eV. The value obtained for the HOMO-LUMO gap is 0.4650 hartree. For the HOMO energy, the calculation gives -15.771 eV. The LUMO energy is -3.12 eV.



Record 9
A cluster of 2 separate species, CH4ClN2 in total. Source: the Open Molecules 2025 dataset; level of theory: ωB97M-V/def2-TZVPD.

Each line ends with the natural charge from an NBO analysis.
Atoms and positions in Å:
C: 1.02 -0.10 0.06  0.774
N: 0.45 1.00 0.25  -0.781
N: 1.56 -1.12 -0.04  -0.463
Cl: -2.22 -0.22 0.09  -0.282
H: -0.57 1.07 0.06  0.471
H: 0.92 1.78 0.69  0.475
H: 2.08 -1.82 -0.53  0.490
H: -3.23 -0.58 -0.57  0.317

The net charge is +1. The relative energy (zero: lowest compared OMol25 entry of this formula, charge and spin) is 1.722 eV. The value obtained for the HOMO-LUMO gap is 0.4431 hartree. For the HOMO energy, the calculation gives -16.360 eV. The LUMO energy is -4.30 eV.